The following is a quantum chemistry calculation of C18H24N2O3 in the gas phase, from the Open Molecules 2025 dataset.

The HOMO-LUMO gap comes out at 9.13 eV. For the energy above the lowest of the compared OMol25 structures with the same formula, charge and spin, the calculation gives 20.8 kcal/mol. The HOMO energy is -8.545 eV. As for the SMILES: CC(=O)Nc1ccccc1OCC(=O)NCCC1=CCCCC1. The value obtained for the total energy is -1035.569142 hartree.

```
47
Properties=species:S:1:pos:R:3:nbo_charge:R:1
C -2.360 3.844 0.675 -0.71
C -1.169 3.294 -0.082 0.69
O -1.076 3.305 -1.287 -0.60
N -0.224 2.767 0.750 -0.63
C 0.989 2.156 0.393 0.08
C 1.668 2.454 -0.778 -0.21
C 2.872 1.830 -1.055 -0.22
C 3.404 0.916 -0.164 -0.21
C 2.731 0.606 1.006 -0.28
C 1.519 1.213 1.289 0.33
O 0.798 1.007 2.452 -0.54
C 0.642 -0.316 2.918 -0.15
C -0.526 -1.069 2.262 0.65
O -0.647 -2.269 2.401 -0.63
N -1.395 -0.281 1.611 -0.62
C -2.522 -0.784 0.862 -0.22
C -2.301 -0.646 -0.649 -0.43
C -1.061 -1.374 -1.095 0.02
C -0.018 -0.724 -1.593 -0.19
C 1.246 -1.386 -2.046 -0.44
C 1.348 -2.814 -1.517 -0.39
C 0.026 -3.535 -1.747 -0.39
C -1.065 -2.867 -0.916 -0.46
H -2.832 3.062 1.267 0.22
H -2.042 4.643 1.341 0.23
H -3.082 4.238 -0.035 0.25
H -0.411 2.755 1.744 0.41
H 1.242 3.161 -1.469 0.25
H 3.395 2.063 -1.969 0.22
H 4.348 0.436 -0.374 0.22
H 3.157 -0.106 1.695 0.22
H 1.545 -0.919 2.797 0.20
H 0.428 -0.237 3.989 0.22
H -1.137 0.683 1.457 0.40
H -3.420 -0.232 1.160 0.19
H -2.643 -1.832 1.141 0.23
H -2.218 0.412 -0.911 0.21
H -3.177 -1.054 -1.159 0.21
H -0.054 0.350 -1.722 0.21
H 2.103 -0.794 -1.716 0.22
H 1.264 -1.394 -3.141 0.20
H 2.166 -3.340 -2.014 0.20
H 1.559 -2.792 -0.446 0.20
H -0.234 -3.482 -2.807 0.19
H 0.110 -4.587 -1.470 0.21
H -2.046 -3.266 -1.191 0.20
H -0.903 -3.099 0.141 0.24
```

---

The following is a quantum chemistry calculation of C18H24N2O7S2 in the gas phase in a non-equilibrium geometry, from the Open Molecules 2025 dataset.

The HOMO-LUMO gap comes out at 8.40 eV. The HOMO energy is -8.447 eV. As for the SMILES: CC[C@@H](C)N(C(=O)COC(=O)CSc1ccc([N+](=O)[O-])cc1)[C@H]1CCS(=O)(=O)C1. The value obtained for the total energy is -2132.803779 hartree.

```
53
Properties=species:S:1:pos:R:3:nbo_charge:R:1
C 2.494 3.966 -0.425 -0.62
C 1.233 4.317 -1.207 -0.41
C -0.047 3.954 -0.441 -0.02
C -1.298 4.534 -1.107 -0.62
N -0.170 2.509 -0.271 -0.45
C -0.116 1.874 0.914 0.69
O -0.287 0.676 1.035 -0.65
C 0.199 2.691 2.185 -0.18
O 0.385 1.762 3.236 -0.49
C 1.407 0.920 3.056 0.81
O 2.270 1.076 2.232 -0.60
C 1.371 -0.219 4.043 -0.64
S -0.105 -1.267 3.795 0.31
C 0.053 -1.944 2.181 -0.15
C -1.063 -2.635 1.702 -0.23
C -1.046 -3.203 0.449 -0.17
C 0.087 -3.061 -0.344 0.08
N 0.108 -3.616 -1.662 0.53
O -0.655 -4.517 -1.918 -0.36
O 0.933 -3.165 -2.440 -0.42
C 1.204 -2.381 0.129 -0.22
C 1.197 -1.838 1.397 -0.19
C -0.380 1.697 -1.472 -0.04
C 0.752 0.679 -1.699 -0.43
C 0.394 -0.112 -2.935 -0.67
S -1.395 -0.381 -2.719 2.17
O -2.102 -0.035 -3.922 -0.94
O -1.656 -1.669 -2.141 -0.96
C -1.682 0.913 -1.457 -0.67
H 3.376 4.137 -1.037 0.22
H 2.488 2.923 -0.117 0.22
H 2.578 4.587 0.464 0.20
H 1.246 3.806 -2.171 0.20
H 1.216 5.389 -1.407 0.21
H 0.022 4.393 0.555 0.21
H -2.192 4.168 -0.609 0.22
H -1.357 4.275 -2.161 0.21
H -1.279 5.617 -1.029 0.22
H 1.110 3.283 2.053 0.22
H -0.643 3.316 2.484 0.22
H 2.277 -0.820 3.975 0.24
H 1.246 0.168 5.054 0.26
H -1.940 -2.706 2.327 0.22
H -1.901 -3.724 0.050 0.25
H 2.078 -2.298 -0.499 0.24
H 2.073 -1.317 1.747 0.22
H -0.398 2.380 -2.323 0.22
H 0.807 0.014 -0.837 0.25
H 1.710 1.191 -1.806 0.22
H 0.518 0.450 -3.856 0.24
H 0.887 -1.077 -3.000 0.29
H -2.550 1.495 -1.746 0.25
H -1.839 0.405 -0.511 0.28
```

---

The following is a quantum chemistry calculation of C18H24N4 in the gas phase, from the Open Molecules 2025 dataset.

The HOMO-LUMO gap comes out at 8.62 eV. For the energy above the lowest of the compared OMol25 structures with the same formula, charge and spin, the calculation gives 0.0 kcal/mol. The HOMO energy is -7.805 eV. As for the SMILES: Cc1cc(N2CCC(C)CC2)nc(NCc2ccccc2)n1. The value obtained for the total energy is -919.368603 hartree.

```
46
Properties=species:S:1:pos:R:3:nbo_charge:R:1
C 1.494 4.234 -0.864 -0.65
C 1.188 2.778 -0.684 0.30
C 1.337 2.163 0.546 -0.44
C 1.021 0.795 0.622 0.47
N 1.080 0.083 1.772 -0.41
C 1.512 0.671 3.021 -0.21
C 1.147 -0.243 4.186 -0.41
C 1.843 -1.609 4.088 -0.22
C 3.189 -1.605 4.808 -0.60
C 2.021 -1.993 2.611 -0.40
C 0.937 -1.357 1.748 -0.22
N 0.615 0.133 -0.468 -0.61
C 0.517 0.820 -1.601 0.59
N 0.171 0.148 -2.728 -0.58
C -0.416 -1.174 -2.697 -0.26
C -1.910 -1.118 -2.497 0.05
C -2.429 -0.890 -1.228 -0.25
C -3.794 -0.783 -1.039 -0.19
C -4.657 -0.904 -2.116 -0.22
C -4.148 -1.129 -3.383 -0.21
C -2.781 -1.231 -3.572 -0.25
N 0.772 2.120 -1.761 -0.56
H 2.545 4.425 -0.652 0.22
H 1.276 4.525 -1.887 0.23
H 0.895 4.834 -0.181 0.22
H 1.689 2.723 1.395 0.22
H 2.596 0.853 3.012 0.18
H 1.010 1.635 3.154 0.21
H 0.064 -0.376 4.190 0.21
H 1.421 0.248 5.121 0.22
H 1.201 -2.352 4.573 0.20
H 3.684 -2.566 4.689 0.21
H 3.055 -1.418 5.871 0.21
H 3.838 -0.832 4.402 0.20
H 1.996 -3.077 2.495 0.22
H 2.992 -1.644 2.254 0.20
H 1.024 -1.674 0.708 0.25
H -0.056 -1.650 2.113 0.18
H -0.072 0.746 -3.504 0.40
H 0.055 -1.704 -1.866 0.23
H -0.173 -1.678 -3.637 0.20
H -1.748 -0.791 -0.396 0.23
H -4.189 -0.606 -0.049 0.21
H -5.724 -0.822 -1.968 0.21
H -4.817 -1.222 -4.226 0.21
H -2.387 -1.406 -4.564 0.21
```